1.
{"formula": "C34H35ClF2N5PS2Zr", "method": "wB97M-V/def2-TZVPD", "homo_energy_ev": -13.76, "relative_energy_kcal_mol": 0.0, "total_charge": 2, "gap_ev": 8.03, "energy_ha": -3434.86333, "species": ["Zr", "N", "C", "C", "C", "N", "H", "H", "H", "H", "H", "H", "H", "H", "H", "H", "F", "C", "C", "C", "C", "C", "F", "C", "C", "C", "C", "C", "C", "N", "H", "H", "H", "H", "H", "H", "Cl", "C", "C", "C", "C", "N", "C", "H", "H", "H", "H", "C", "C", "C", "N", "H", "H", "H", "H", "H", "S", "P", "S", "C", "C", "C", "C", "C", "C", "C", "C", "C", "C", "C", "C", "H", "H", "H", "H", "H", "H", "H", "H", "H", "H"], "coordinates": [[-0.52521, 0.11635, 0.32944], [-1.24310, -1.49265, 2.04239], [-1.12912, -1.23290, 3.50112], [0.32437, -1.20303, 3.93722], [1.10833, -0.02643, 3.38802], [1.23040, -0.08262, 1.90363], [-2.21554, -1.69932, 1.83481], [-0.74027, -2.35580, 1.84136], [-1.65852, -2.01210, 4.05252], [-1.61608, -0.28098, 3.71448], [0.81815, -2.14299, 3.66412], [0.35661, -1.15182, 5.02626], [2.10783, -0.01584, 3.82613], [0.61577, 0.90786, 3.65494], [1.70122, -0.96064, 1.66929], [1.89872, 0.62602, 1.60580], [-1.81525, 3.89969, 4.27090], [-2.29886, 3.01326, 3.39905], [-1.41255, 2.32269, 2.59034], [-1.86465, 1.38245, 1.66890], [-3.26002, 1.16662, 1.56962], [-4.11317, 1.90497, 2.39880], [-5.44117, 1.74105, 2.34027], [-3.66117, 2.82459, 3.32205], [-3.73320, 0.16587, 0.59309], [-5.06924, -0.14939, 0.33682], [-5.38538, -1.11822, -0.59689], [-4.36878, -1.77143, -1.27566], [-3.07048, -1.41690, -0.98476], [-2.74828, -0.48083, -0.07645], [-0.36266, 2.56070, 2.70494], [-4.35297, 3.37230, 3.94576], [-5.85697, 0.35945, 0.86142], [-6.42189, -1.35882, -0.79124], [-4.57118, -2.53449, -2.01267], [-2.24279, -1.89204, -1.49351], [-3.13357, 4.50253, -2.54577], [-2.38150, 2.96842, -2.73246], [-2.24388, 2.37639, -3.97959], [-1.61720, 1.14306, -4.05001], [-1.14251, 0.55740, -2.89134], [-1.28480, 1.12908, -1.68935], [-1.89981, 2.31461, -1.61155], [-2.61428, 2.87319, -4.86590], [-1.48367, 0.64223, -4.99804], [-0.62467, -0.39222, -2.91674], [-2.01444, 2.75708, -0.62979], [0.48688, 5.78159, 0.29047], [1.51042, 4.67672, 0.00380], [0.94191, 3.35544, 0.20303], [0.45964, 2.32381, 0.33482], [0.96164, 6.74959, 0.14949], [0.12248, 5.72467, 1.31455], [-0.36131, 5.71365, -0.38897], [2.38526, 4.75908, 0.65225], [1.86762, 4.71475, -1.02792], [1.76179, 0.34170, -1.25972], [1.95088, -1.65981, -1.19731], [0.14215, -2.35332, -0.56566], [2.40413, -2.41290, -2.75625], [3.74309, -2.36753, -3.14367], [4.11757, -2.89161, -4.36842], [3.16250, -3.46338, -5.19929], [1.83111, -3.51346, -4.81032], [1.44638, -2.98579, -3.58816], [3.21468, -2.14064, 0.00689], [4.17923, -1.23096, 0.43381], [5.15631, -1.63039, 1.33520], [5.16975, -2.93351, 1.80900], [4.21226, -3.84569, 1.37944], [3.23711, -3.45513, 0.47768], [4.49142, -1.93488, -2.49064], [5.15511, -2.86281, -4.67142], [3.46056, -3.88077, -6.15152], [1.09412, -3.97320, -5.45462], [0.41175, -3.04116, -3.27277], [4.16920, -0.21679, 0.05302], [5.91153, -0.92675, 1.65867], [5.93304, -3.24376, 2.50977], [4.23186, -4.86384, 1.74329], [2.49539, -4.16932, 0.13974]]}

2.
{"formula": "C34H35ClF9NO8Si", "method": "wB97M-V/def2-TZVPD", "homo_energy_ev": -9.20, "total_charge": 0, "gap_ev": 7.96, "smiles": "CC[C@@H](Cl)C1=C(C(=O)NC(=O)F)C(=O)c2ccc(C(F)(F)CC[Si](C)(C)c3ccccc3)cc2C1=O.CCOC(=O)C(F)(F)F.CCOC(=O)C(F)(F)F", "energy_ha": -3621.82039, "species": ["C", "C", "C", "Cl", "C", "C", "C", "O", "N", "C", "O", "F", "C", "O", "C", "C", "C", "C", "C", "F", "F", "C", "C", "Si", "C", "C", "C", "C", "C", "C", "C", "C", "C", "C", "C", "O", "H", "H", "H", "H", "H", "H", "H", "H", "H", "H", "H", "H", "H", "H", "H", "H", "H", "H", "H", "H", "H", "H", "H", "H", "H", "C", "C", "O", "C", "O", "C", "F", "F", "F", "H", "H", "H", "H", "H", "C", "C", "O", "C", "O", "C", "F", "F", "F", "H", "H", "H", "H", "H"], "coordinates": [[0.02296, -4.02714, 3.45811], [-1.11827, -3.72869, 2.42504], [-1.39697, -2.21291, 2.47350], [0.22454, -1.37951, 2.31756], [-2.23978, -1.67624, 1.33264], [-3.07415, -0.65624, 1.50470], [-3.29374, 0.06700, 2.81727], [-3.99882, -0.34407, 3.69662], [-2.60372, 1.36818, 2.89931], [-1.63625, 1.39953, 3.94842], [-0.45725, 1.38339, 3.75172], [-2.11668, 1.41348, 5.20865], [-3.88986, -0.09414, 0.35118], [-5.00392, 0.35658, 0.50456], [-3.17106, -0.11239, -0.97567], [-3.35266, 0.87951, -1.90603], [-2.62408, 0.80129, -3.07967], [-1.74973, -0.24163, -3.26397], [-0.92382, -0.28509, -4.55175], [-0.88304, -1.60660, -4.93398], [-1.58764, 0.39968, -5.52131], [0.52140, 0.21962, -4.41033], [0.69802, 1.43129, -3.44605], [1.55990, 1.07583, -1.79440], [0.31052, 0.86644, -0.37130], [2.63014, -0.48706, -1.82809], [2.64916, 2.53831, -1.27033], [3.98423, 2.42828, -0.90348], [4.70388, 3.53718, -0.53116], [4.13141, 4.79063, -0.53001], [2.80065, 4.92428, -0.87588], [2.08934, 3.80772, -1.24698], [-1.57934, -1.25592, -2.34148], [-2.30857, -1.17838, -1.17701], [-2.16460, -2.23127, -0.08825], [-2.04397, -3.40497, -0.34725], [0.03720, -3.31341, 4.28541], [0.96418, -4.03127, 2.90460], [-0.07022, -5.03979, 3.86902], [-1.98782, -4.33943, 2.68788], [-0.71843, -4.05901, 1.46775], [-1.77345, -1.95992, 3.46651], [-3.30040, 2.10003, 3.02890], [-4.05263, 1.67943, -1.68589], [-2.74244, 1.57218, -3.83325], [1.16686, -0.63528, -4.19015], [0.80867, 0.57672, -5.40830], [1.35418, 2.14269, -3.96982], [-0.23572, 1.97884, -3.27326], [0.27995, -0.20357, -0.13317], [0.66243, 1.36104, 0.54082], [-0.68993, 1.21571, -0.65043], [3.17209, -0.48317, -2.78805], [1.98057, -1.37215, -1.85929], [3.35253, -0.53624, -1.01094], [4.47402, 1.45798, -0.88226], [5.74642, 3.47309, -0.22750], [4.68280, 5.68503, -0.25414], [2.31401, 5.89592, -0.87408], [1.04030, 3.94356, -1.51626], [-0.89513, -2.08666, -2.48349], [4.79812, -8.21183, 1.50724], [5.11294, -6.75642, 1.78268], [4.42021, -5.88324, 0.87015], [3.12766, -5.70307, 1.10526], [2.50595, -6.19834, 1.99870], [2.53982, -4.73273, 0.07151], [2.87513, -5.07343, -1.17996], [2.96904, -3.47705, 0.25975], [1.20982, -4.69164, 0.12311], [5.02204, -8.45921, 0.46860], [5.38191, -8.85873, 2.16121], [3.74228, -8.42678, 1.66710], [6.17436, -6.57394, 1.62647], [4.88482, -6.48003, 2.81226], [-4.60690, 4.31749, 1.33536], [-3.21656, 4.77942, 1.72344], [-2.42886, 5.10174, 0.56473], [-2.70211, 6.25660, -0.02947], [-3.53432, 7.04026, 0.31492], [-1.76157, 6.46418, -1.22357], [-1.71441, 5.37973, -2.01110], [-0.51093, 6.71319, -0.80965], [-2.14670, 7.48838, -1.97706], [-4.54882, 3.47853, 0.63875], [-5.16960, 4.00949, 2.21744], [-5.16302, 5.10933, 0.83576], [-2.69129, 3.97354, 2.23136], [-3.24729, 5.62626, 2.40951]]}

3.
{"formula": "C34H35F2N2", "method": "wB97M-V/def2-TZVPD", "homo_energy_ev": -10.65, "total_charge": 1, "gap_ev": 5.71, "energy_ha": -1625.56594, "species": ["C", "C", "C", "C", "C", "C", "N", "C", "N", "C", "C", "C", "C", "C", "C", "C", "C", "C", "C", "C", "C", "C", "C", "H", "H", "H", "H", "H", "H", "H", "H", "H", "H", "H", "H", "H", "H", "H", "H", "H", "H", "H", "H", "H", "H", "H", "H", "H", "H", "F", "C", "C", "C", "C", "C", "C", "C", "C", "C", "F", "C", "C", "C", "C", "H", "H", "H", "H", "H", "H", "H", "H", "H"], "coordinates": [[4.90212, -4.24047, 1.18333], [3.77432, -3.53662, 0.48731], [2.47313, -4.03033, 0.58135], [1.38606, -3.35005, 0.02876], [0.02014, -3.86678, 0.35224], [1.61003, -2.15733, -0.69414], [0.52611, -1.46963, -1.32462], [0.13443, -0.18898, -1.10298], [-1.00175, 0.03315, -1.82559], [-1.80007, 1.21096, -1.79393], [-1.18233, 2.47724, -1.80660], [0.30147, 2.58666, -1.77879], [-1.97462, 3.62628, -1.82063], [-3.36328, 3.56077, -1.72909], [-4.14472, 4.83638, -1.64137], [-3.96431, 2.29787, -1.69555], [-3.20833, 1.12098, -1.70535], [-3.89089, -0.19522, -1.52253], [-1.30095, -1.09191, -2.73144], [-0.20269, -2.07729, -2.46039], [2.91480, -1.64766, -0.79436], [3.16827, -0.33608, -1.46940], [3.97813, -2.34315, -0.21113], [5.87043, -3.81287, 0.89825], [4.80502, -4.16155, 2.27654], [4.90849, -5.31098, 0.93607], [2.28987, -4.94935, 1.14685], [-0.78441, -3.34511, -0.17152], [-0.03851, -4.93587, 0.11625], [-0.16698, -3.78033, 1.43178], [0.60469, 3.59581, -1.46361], [0.70731, 1.86476, -1.04333], [0.76508, 2.35742, -2.75663], [-1.48382, 4.60345, -1.85749], [-5.22511, 4.66040, -1.62339], [-3.87530, 5.39908, -0.73677], [-3.91343, 5.48931, -2.49399], [-5.04822, 2.21182, -1.62540], [-4.87896, -0.03441, -1.08639], [-4.05032, -0.71162, -2.48061], [-3.35172, -0.85359, -0.83375], [-2.26074, -1.54159, -2.49562], [-1.34175, -0.73263, -3.76534], [0.45525, -2.18554, -3.32784], [-0.58389, -3.05303, -2.17441], [4.23254, -0.09485, -1.39548], [2.89617, -0.34914, -2.53721], [2.60966, 0.47288, -0.97587], [4.98259, -1.91584, -0.27310], [-3.98381, 3.99933, 1.96387], [-2.80990, 3.28869, 1.85414], [-1.62910, 3.98739, 1.64761], [-0.47152, 3.25471, 1.43173], [-0.47915, 1.82920, 1.44839], [0.74319, 1.08701, 1.23084], [1.24515, 0.08063, 2.11514], [2.65818, -0.10756, 2.17580], [3.22056, -1.12915, 2.91921], [2.36016, -2.00729, 3.57321], [2.89662, -3.13091, 4.16353], [0.98237, -1.83518, 3.61048], [0.43694, -0.73126, 2.95809], [-1.71508, 1.17152, 1.64458], [-2.87948, 1.89658, 1.89454], [-1.62029, 5.08003, 1.67105], [0.47477, 3.77529, 1.25986], [1.52198, 1.59671, 0.65751], [3.30104, 0.58289, 1.62177], [4.29964, -1.25149, 2.98393], [0.35630, -2.52752, 4.18520], [-0.61791, -0.48995, 3.08801], [-1.75207, 0.08379, 1.56117], [-3.81755, 1.39108, 2.12725]]}